{"formula": "C4H9NO2", "method": "wB97M-V/def2-TZVPD", "orbital_gap_ev": 9.783, "species": ["N", "C", "C", "O", "C", "C", "O", "H", "H", "H", "H", "H", "H", "H", "H", "H"], "positions_angstrom": [[-1.042, 1.513, 0.566], [-0.233, 0.335, 0.842], [-1.179, -0.901, 1.045], [-2.329, -1.115, 0.726], [0.096, -0.709, -0.619], [1.183, 0.170, -1.355], [2.488, 0.014, -0.802], [-1.410, 1.875, 1.444], [-1.886, 1.011, 0.210], [0.543, 0.511, 1.570], [-0.535, -1.688, 1.471], [0.543, -1.698, -0.401], [-0.835, -0.576, -1.221], [1.248, 0.148, -2.433], [0.886, 1.214, -1.211], [2.463, -0.106, 0.166]]}

{"formula": "C4H9O2P", "method": "wB97M-V/def2-TZVPD", "orbital_gap_ev": [6.173, 6.490], "spin_multiplicity": 3, "species": ["C", "C", "C", "C", "O", "O", "P", "H", "H", "H", "H", "H", "H", "H", "H", "H"], "positions_angstrom": [[2.989, -0.031, 0.035], [3.092, -0.798, 1.025], [-2.612, -0.612, -0.448], [-0.479, 1.025, 0.686], [2.794, 0.579, -0.921], [-0.648, 0.539, -1.791], [-0.740, -0.447, -0.498], [-0.941, 0.035, -2.575], [3.929, -1.444, 1.036], [2.657, -0.460, 1.958], [-2.922, -1.152, -1.418], [-2.957, -1.295, 0.390], [-3.256, 0.205, -0.364], [-1.131, 1.092, 1.456], [0.580, 0.753, 1.111], [-0.354, 2.012, 0.318]]}

{"formula": "C5H12O", "method": "wB97M-V/def2-TZVPD", "orbital_gap_ev": 10.843, "species": ["C", "C", "C", "C", "O", "C", "H", "H", "H", "H", "H", "H", "H", "H", "H", "H", "H", "H"], "positions_angstrom": [[0.715, 1.603, -1.964], [0.116, 0.355, -1.323], [-0.449, 0.599, 0.079], [-1.082, -0.665, 0.690], [-0.720, -0.900, 2.036], [0.579, -1.413, 2.173], [-0.030, 2.404, -2.038], [1.082, 1.396, -2.976], [1.556, 1.986, -1.375], [0.882, -0.432, -1.262], [-0.677, -0.045, -1.969], [0.353, 0.951, 0.745], [-1.189, 1.410, 0.045], [-2.176, -0.598, 0.689], [-0.803, -1.544, 0.081], [0.692, -1.720, 3.218], [1.349, -0.672, 1.933], [0.723, -2.287, 1.527]]}

Result set for calculated total energy: -362.93997; -649.43074; -272.91923 Ha, one per record in the order listed.
Result set for relative energy (zero: lowest compared OMol25 entry of this formula, charge and spin): 91.3; 41.1; 18.5 kcal per mole, one per record in the order listed.